Record 1
The following is a quantum chemistry calculation of a structure of composition C34H20BrCl2EuN6O7 in a non-equilibrium geometry, from the OMol25 dataset.

Each line ends with the Mulliken spin population.
CARTESIAN COORDINATES (ANGSTROEM)
Eu1 -0.03 -0.20 -0.02  6.912
Br1 -0.68 -4.16 -0.44  0.002
Cl1 3.07 0.48 0.94  0.002
Cl2 1.97 1.43 -1.68  0.003
O1 2.95 -3.30 -4.75  0.001
O2 -0.62 0.32 2.14  0.009
O3 -0.62 -0.05 4.37  0.002
O4 3.90 -2.97 -1.97  0.001
O5 -0.25 -0.80 -2.30  -0.001
O6 0.25 -2.09 -4.91  0.001
O7 1.62 -1.77 -0.43  0.004
N1 -2.58 -0.99 -0.38  0.000
N2 -7.67 -3.92 -7.04  0.000
N3 -0.54 -2.29 1.62  0.010
N4 0.35 2.76 1.02  0.013
N5 -1.36 1.92 -1.02  0.024
N6 -4.29 -1.62 -1.63  0.001
C1 0.99 -2.12 -3.93  -0.002
C2 2.35 -2.78 -3.84  0.000
C3 -7.09 -3.53 -6.12  0.001
C4 -1.65 3.05 -0.32  -0.013
C5 -6.25 -2.64 -2.60  0.000
C6 -0.58 -0.39 3.18  -0.002
C7 1.71 -1.98 -1.67  -0.006
C8 -2.78 3.82 -0.61  0.002
C9 -3.08 5.00 0.17  -0.001
C10 -0.37 -4.57 2.33  -0.001
C11 -4.98 -2.10 -2.76  0.001
C12 1.14 3.17 1.98  0.002
C13 -4.82 -1.13 -0.42  0.001
C14 -0.50 -3.58 1.36  0.000
C15 -0.49 -1.90 2.90  0.006
C16 3.39 0.84 -0.77  0.003
C17 -4.38 -2.04 -4.02  -0.001
C18 2.82 -2.63 -2.40  -0.002
C19 -3.59 3.44 -1.69  0.003
C20 -6.94 -3.10 -3.71  0.000
C21 -5.07 -2.53 -5.11  0.001
C22 0.73 -1.54 -2.61  0.012
C23 -0.31 -4.15 3.65  0.001
C24 -0.38 -2.80 3.95  0.000
C25 -2.93 -1.49 -1.52  0.009
C26 -1.09 4.64 1.48  -0.005
C27 -6.36 -3.05 -4.97  -0.001
C28 -3.25 2.35 -2.43  -0.002
C29 -2.12 1.60 -2.06  0.005
C30 0.90 4.31 2.76  0.000
C31 -0.76 3.48 0.77  0.007
C32 -2.28 5.39 1.16  0.000
C33 -3.75 -0.76 0.31  0.006
C34 -0.22 5.04 2.51  0.001
H1 -5.88 -1.08 -0.24  0.000
H2 2.01 2.55 2.17  -0.002
H3 -6.69 -2.71 -1.62  0.000
H4 -3.73 -0.32 1.30  0.000
H5 -2.50 6.28 1.75  0.000
H6 -4.47 4.03 -1.92  0.001
H7 -1.79 0.74 -2.62  -0.004
H8 -0.32 -5.61 2.05  0.000
H9 -3.83 2.04 -3.29  0.000
H10 1.60 4.58 3.55  0.000
H11 -3.97 5.57 -0.08  0.000
H12 -4.61 -2.49 -6.09  0.000
H13 3.73 -0.08 -1.24  0.000
H14 -0.36 -2.41 4.95  0.000
H15 -0.21 -4.89 4.44  0.000
H16 -0.45 5.94 3.08  0.000
H17 4.14 1.61 -0.80  0.000
H18 -2.24 -1.79 -2.30  -0.004
H19 -7.93 -3.52 -3.59  0.000
H20 -3.39 -1.63 -4.15  0.000

Computed properties:
* charge: -1
* 2S+1: 8
* orbital gap (spin up / spin down): 4.848 / 5.817 eV
* HOMO (spin up / spin down): -3.12 / -4.09 eV
* LUMO (spin up / spin down): 1.73 / 1.73 eV
* energy above the lowest of the compared OMol25 structures with the same formula, charge and spin: 0.0 kcal per mole


Record 2
The following is a quantum chemistry calculation of a cluster of 2 separate species, C3H5NO2 in total in a non-equilibrium geometry, from the OMol25 dataset.

Each line ends with the natural charge from an NBO analysis.
CARTESIAN COORDINATES (ANGSTROEM)
O1 1.04 -0.81 -0.67  -0.786
O2 0.09 1.04 0.58  -0.612
N1 -0.77 -0.49 -1.59  -0.332
C1 -1.21 0.58 -1.64  0.296
C2 1.08 -0.07 0.41  0.359
C3 0.04 -0.08 1.46  -0.161
H1 -0.64 -1.48 -1.62  0.494
H2 -1.15 1.63 -1.44  0.282
H3 2.07 0.29 0.71  0.133
H4 0.25 0.14 2.51  0.172
H5 -0.81 -0.75 1.31  0.154

Computed properties:
* orbital gap (spin up / spin down): 8.208 / 8.209 eV
* HOMO (spin up / spin down): -8.11 / -8.11 eV
* LUMO (spin up / spin down): 0.10 / 0.10 eV
* energy above the lowest of the compared OMol25 structures with the same formula, charge and spin: 140.4 kcal per mole


Record 3
The following is a quantum chemistry calculation of an isolated molecule of C6H14O in a non-equilibrium geometry, from the OMol25 dataset.

Each line ends with the natural charge from an NBO analysis.
CARTESIAN COORDINATES (ANGSTROEM)
O1 0.77 -1.28 -1.04  -0.718
C1 -1.44 -1.14 1.30  -0.624
C2 0.68 0.46 0.61  -0.406
C3 -1.98 0.62 -0.43  -0.629
C4 -1.13 0.25 0.78  -0.198
C5 2.76 0.39 -0.74  -0.658
C6 0.95 0.06 -0.75  0.131
H1 -1.88 -0.12 -1.23  0.187
H2 1.10 -0.19 1.37  0.216
H3 -3.05 0.65 -0.17  0.218
H4 -1.20 -1.91 0.57  0.210
H5 -1.71 1.60 -0.83  0.209
H6 0.84 1.52 0.79  0.216
H7 -2.51 -1.25 1.54  0.200
H8 2.87 1.39 -1.15  0.194
H9 3.21 -0.35 -1.40  0.205
H10 -0.89 -1.35 2.22  0.208
H11 -1.33 0.98 1.57  0.189
H12 0.56 0.72 -1.53  0.173
H13 3.31 0.30 0.20  0.201
H14 0.08 -1.36 -1.71  0.476

Computed properties:
* SMILES string: CC(C)C[C@@H](C)O
* orbital gap: 9.458 eV
* HOMO: -8.58 eV
* LUMO: 0.88 eV
* energy above the lowest of the compared OMol25 structures with the same formula, charge and spin: 51.5 kcal per mole


Record 4
The following is a quantum chemistry calculation of an isolated molecule of C18H22N4O3, from the OMol25 dataset.

Each line ends with the natural charge from an NBO analysis.
CARTESIAN COORDINATES (ANGSTROEM)
O1 2.65 -0.52 2.41  -0.638
O2 0.82 -2.80 -0.53  -0.617
O3 5.32 -3.39 1.62  -0.393
N1 -1.85 2.88 -0.24  -0.454
N2 -0.27 0.57 -0.86  -0.464
N3 1.42 -0.88 0.55  -0.668
N4 2.30 -2.66 1.73  -0.623
C1 4.39 -5.40 1.82  -0.301
C2 -0.46 1.63 -1.84  -0.233
C3 -5.64 3.99 -1.68  -0.258
C4 0.10 -0.70 -1.45  -0.310
C5 -5.49 2.85 -0.91  -0.172
C6 0.80 -1.59 -0.43  0.686
C7 -1.45 0.46 -0.01  -0.247
C8 -0.69 2.96 -1.10  -0.213
C9 -3.11 3.20 -0.74  0.261
C10 -3.27 4.37 -1.50  -0.285
C11 6.15 -4.29 1.06  0.092
C12 -4.25 2.46 -0.45  -0.313
C13 -1.68 1.80 0.70  -0.222
C14 5.63 -5.55 1.15  -0.318
C15 4.25 -4.07 2.08  0.258
C16 2.19 -1.33 1.64  0.793
C17 -4.51 4.75 -1.96  -0.185
C18 3.15 -3.30 2.73  -0.269
H1 -0.76 -1.25 -1.86  0.206
H2 6.07 -6.46 0.79  0.228
H3 -2.42 5.00 -1.71  0.209
H4 7.06 -3.92 0.63  0.203
H5 -6.36 2.25 -0.68  0.210
H6 -1.28 -0.33 0.72  0.211
H7 2.54 -3.97 3.34  0.212
H8 -4.19 1.55 0.13  0.208
H9 0.43 1.71 -2.45  0.206
H10 -6.61 4.29 -2.04  0.213
H11 3.70 -6.18 2.07  0.225
H12 1.89 -3.23 1.00  0.438
H13 1.29 0.13 0.49  0.441
H14 -0.81 3.76 -1.84  0.214
H15 -2.34 0.20 -0.61  0.177
H16 0.81 -0.53 -2.26  0.230
H17 -0.79 2.03 1.30  0.206
H18 -1.33 1.43 -2.49  0.174
H19 3.55 -2.49 3.35  0.253
H20 0.18 3.18 -0.48  0.201
H21 -2.53 1.74 1.37  0.217
H22 -4.60 5.65 -2.55  0.212

Computed properties:
* SMILES string: O=C(CN1CCN(c2ccccc2)CC1)NC(=O)NCc1ccco1
* orbital gap: 8.576 eV
* HOMO: -7.88 eV
* LUMO: 0.69 eV
* energy above the lowest of the compared OMol25 structures with the same formula, charge and spin: 34.7 kcal per mole


Record 5
The following is a quantum chemistry calculation of an isolated molecule of C20H29N3O3S in a non-equilibrium geometry, from the OMol25 dataset.

Each line ends with the natural charge from an NBO analysis.
CARTESIAN COORDINATES (ANGSTROEM)
S1 2.91 0.78 1.73  2.306
O1 3.85 1.77 2.19  -0.940
O2 3.36 -0.57 1.57  -0.938
O3 0.38 -0.23 -4.03  -0.276
N1 0.20 -1.36 -4.74  -0.130
N2 -1.09 -0.81 2.10  -0.452
N3 1.60 0.81 2.78  -0.884
C1 -2.89 -0.91 -0.18  -0.202
C2 -1.13 0.29 1.16  -0.237
C3 1.95 0.29 -0.73  -0.178
C4 -3.26 -1.50 -1.54  -0.601
C5 0.73 -3.74 -4.58  -0.642
C6 -2.86 -1.99 0.91  -0.404
C7 0.92 1.86 -2.22  -0.149
C8 1.30 -1.86 -2.86  -0.347
C9 1.89 3.70 0.94  -0.453
C10 2.15 1.30 0.18  -0.261
C11 0.58 3.89 1.70  -0.598
C12 -1.53 -0.23 -0.22  -0.401
C13 -2.41 -1.40 2.24  -0.210
C14 1.04 -0.51 -2.89  0.314
C15 1.75 2.60 -0.07  0.023
C16 1.15 2.86 -1.30  -0.214
C17 1.06 -0.45 3.25  -0.240
C18 0.74 -2.34 -4.07  0.151
C19 1.32 0.55 -1.94  -0.110
C20 -0.47 -0.45 3.36  -0.215
H1 -1.86 1.06 1.48  0.158
H2 -3.84 -2.45 1.02  0.206
H3 -3.65 -0.16 0.10  0.190
H4 -1.53 0.60 -0.93  0.209
H5 -2.52 -2.25 -1.83  0.202
H6 -3.28 -0.72 -2.30  0.210
H7 0.84 3.87 -1.52  0.219
H8 2.14 4.63 0.42  0.215
H9 1.81 -2.43 -2.11  0.235
H10 0.23 -4.39 -3.87  0.226
H11 -0.74 -1.21 4.09  0.204
H12 1.76 1.49 3.51  0.410
H13 -4.23 -1.98 -1.50  0.206
H14 -2.14 -2.76 0.62  0.202
H15 -0.15 0.74 1.12  0.216
H16 2.69 3.47 1.64  0.248
H17 1.37 -1.20 2.53  0.240
H18 -0.78 -0.95 -0.55  0.202
H19 0.44 2.08 -3.16  0.233
H20 1.76 -4.10 -4.71  0.227
H21 -0.23 4.15 1.02  0.204
H22 0.22 -3.78 -5.53  0.238
H23 2.29 -0.70 -0.47  0.248
H24 1.49 -0.71 4.22  0.193
H25 -0.82 0.53 3.73  0.166
H26 0.30 2.98 2.22  0.210
H27 -2.36 -2.19 2.99  0.198
H28 -3.15 -0.65 2.58  0.158
H29 0.68 4.69 2.43  0.212

Computed properties:
* SMILES string: CCc1ccc(-c2cc(C)no2)cc1S(=O)(=O)NCCN1CCC(C)CC1
* orbital gap: 8.830 eV
* HOMO: -8.69 eV
* LUMO: 0.14 eV
* energy above the lowest of the compared OMol25 structures with the same formula, charge and spin: 53.0 kcal per mole


Record 6
The following is a quantum chemistry calculation of a cluster of 2 separate species, C6H13ClN in total in a non-equilibrium geometry, from the OMol25 dataset.

Each line ends with the natural charge from an NBO analysis.
CARTESIAN COORDINATES (ANGSTROEM)
Cl1 -2.75 1.07 0.04  0.147
N1 1.27 0.20 0.07  -0.292
C1 -3.68 -0.23 -0.11  -0.079
C2 0.27 0.88 0.87  -0.094
C3 2.61 0.06 0.77  -0.425
C4 0.68 -1.19 -0.20  -0.430
C5 -4.70 -0.99 -0.14  -0.476
C6 1.47 1.02 -1.17  -0.433
H1 2.29 0.75 -1.92  0.262
H2 2.99 1.13 0.73  0.236
H3 0.14 2.03 0.79  0.225
H4 2.42 -0.47 1.69  0.236
H5 -0.40 -1.02 -0.66  0.250
H6 -4.70 -2.15 -0.43  0.240
H7 0.51 -1.83 0.64  0.253
H8 -5.59 -0.65 0.28  0.219
H9 1.27 -1.56 -1.09  0.244
H10 0.43 1.07 -1.69  0.252
H11 3.40 -0.58 0.40  0.257
H12 0.32 0.48 1.83  0.179
H13 1.76 2.01 -0.69  0.229

Computed properties:
* charge: +1
* orbital gap (spin up / spin down): 9.889 / 5.569 eV
* HOMO (spin up / spin down): -12.74 / -10.56 eV
* LUMO (spin up / spin down): -2.85 / -4.99 eV
* energy above the lowest of the compared OMol25 structures with the same formula, charge and spin: 140.9 kcal per mole


Record 7
The following is a quantum chemistry calculation of an isolated molecule of C2H3BrSi in a non-equilibrium geometry, from the OMol25 dataset.

Each line ends with the natural charge from an NBO analysis.
CARTESIAN COORDINATES (ANGSTROEM)
Br1 2.28 1.69 -0.69  0.123
Si1 -0.90 -0.27 -0.45  1.079
C1 0.26 -0.17 1.02  -0.524
C2 0.74 0.62 -0.30  -0.551
H1 0.78 -0.47 1.83  0.200
H2 -2.39 0.09 -0.13  -0.150
H3 -0.78 -1.49 -1.28  -0.178

Computed properties:
* SMILES string: BrC1=C[SiH2]1
* orbital gap: 9.327 eV
* HOMO: -9.19 eV
* LUMO: 0.14 eV
* energy above the lowest of the compared OMol25 structures with the same formula, charge and spin: 64.9 kcal per mole


Record 8
The following is a quantum chemistry calculation of a structure of composition C42H43AsCl2IrO6P2S2, from the OMol25 dataset.

Each line ends with the Mulliken charge.
CARTESIAN COORDINATES (ANGSTROEM)
Ir1 0.75 -0.86 -0.18  3.217
As1 2.35 -0.65 1.61  0.568
Cl1 4.12 -1.04 -3.02  -0.104
Cl2 2.23 0.55 -1.42  -0.127
S1 0.74 -2.79 -2.18  1.029
S2 -0.12 -3.57 1.10  1.528
P1 -0.77 0.63 0.68  1.861
P2 -2.88 -0.32 -2.92  -0.441
O1 1.83 -2.48 -1.20  -0.475
O2 -0.20 -1.62 -2.00  -0.155
O3 -1.04 -3.99 2.11  -0.744
O4 1.16 -2.98 -3.52  -0.629
O5 -0.58 -2.19 0.60  -1.981
O6 1.29 -3.58 1.36  -0.654
C1 -1.18 0.19 2.40  1.038
C2 -2.81 -0.52 -1.08  -0.397
C3 4.13 1.17 4.21  -0.101
C4 -6.64 1.22 -3.07  -0.629
C5 -1.07 -5.80 -0.07  -0.676
C6 0.12 2.52 -3.59  -1.407
C7 -0.97 0.58 4.77  -0.673
C8 -0.44 -4.59 -0.33  -0.439
C9 -2.42 0.64 -0.15  -1.628
C10 -1.32 -6.70 -1.10  -0.683
C11 -4.09 2.30 -2.96  -0.005
C12 0.61 3.06 0.15  -0.436
C13 -6.48 2.59 -3.02  -0.483
C14 5.51 1.03 2.25  -0.319
C15 -1.45 0.68 -3.52  0.892
C16 1.99 -1.34 3.38  -1.043
C17 -5.20 3.13 -2.97  -0.862
C18 -2.37 -1.20 3.97  -0.714
C19 -1.02 0.32 -4.80  -0.735
C20 -4.24 0.92 -3.00  0.513
C21 5.26 1.10 5.01  -0.796
C22 4.25 1.12 2.82  -0.178
C23 0.75 4.44 0.21  -1.331
C24 6.52 1.00 4.43  -0.477
C25 0.51 2.16 -4.88  -0.684
C26 3.88 -1.66 1.02  -1.320
C27 -0.17 5.19 0.92  -0.793
C28 -0.31 -5.19 -2.66  -0.796
C29 -1.23 4.57 1.56  -0.837
C30 2.66 -0.10 -3.07  -0.004
C31 3.02 1.15 1.95  -0.232
C32 -2.06 -0.86 2.67  -0.736
C33 -0.94 -6.40 -2.39  -0.712
C34 -5.53 0.39 -3.07  -0.352
C35 -0.43 2.42 0.81  0.622
C36 -0.06 -4.28 -1.65  0.005
C37 6.64 0.97 3.05  -0.770
C38 -0.85 1.79 -2.92  0.142
C39 -0.06 1.05 -5.47  -0.698
C40 -1.82 -0.48 5.03  -0.812
C41 -0.64 0.91 3.46  -0.659
C42 -1.36 3.19 1.51  -0.734
H1 0.01 1.75 3.28  0.295
H2 4.61 -1.70 1.82  0.618
H3 -1.96 5.15 2.11  0.468
H4 3.15 1.26 4.66  0.433
H5 7.40 0.95 5.06  0.405
H6 -2.25 -1.42 -0.86  -0.320
H7 -3.86 -0.76 -0.87  0.738
H8 -1.14 2.12 -1.94  0.763
H9 1.57 4.92 -0.29  0.540
H10 -7.63 0.79 -3.13  0.399
H11 1.82 -0.69 -3.41  -0.163
H12 1.41 -0.63 3.95  0.118
H13 -1.46 -0.55 -5.27  0.399
H14 5.62 1.01 1.17  0.403
H15 3.53 -2.66 0.76  0.361
H16 -0.07 6.27 0.97  0.420
H17 -5.66 -0.69 -3.14  0.414
H18 -7.34 3.24 -3.02  0.392
H19 -2.49 -1.44 1.86  0.254
H20 -2.07 -0.74 6.05  0.421
H21 -1.13 -7.09 -3.20  0.422
H22 -1.36 -6.02 0.94  0.594
H23 4.32 -1.19 0.14  0.235
H24 -5.07 4.21 -2.94  0.422
H25 2.80 0.80 -3.65  0.466
H26 -3.10 0.69 0.70  0.973
H27 -0.01 -4.94 -3.67  0.587
H28 0.55 3.39 -3.11  0.473
H29 5.16 1.14 6.08  0.419
H30 1.33 2.49 -0.42  0.866
H31 -2.19 2.72 2.02  0.491
H32 1.24 2.76 -5.41  0.464
H33 3.23 1.62 0.99  0.721
H34 -1.81 -7.64 -0.88  0.428
H35 1.46 -2.28 3.28  0.314
H36 -0.55 1.16 5.59  0.470
H37 -2.52 1.60 -0.65  0.900
H38 7.62 0.90 2.59  0.414
H39 2.21 1.71 2.42  0.245
H40 0.24 0.75 -6.47  0.419
H41 -3.03 -2.03 4.17  0.497
H42 2.96 -1.50 3.85  0.579
H43 -3.10 2.75 -2.95  0.285

Computed properties:
* charge: +1
* orbital gap: 7.585 eV
* HOMO: -10.56 eV
* LUMO: -2.98 eV